Record 1
C22H44N7O17P | wB97M-V/def2-TZVPD

Geometry as ORCA input:
```
! RIJCOSX wB97M-V def2-TZVPD def2/J DEFGRID3
* xyz 0 1
C 5.472 -1.224 -1.518
C 4.169 -1.945 -1.899
C 3.026 -1.487 -0.972
O 2.004 -0.830 -1.706
C 1.477 0.290 -0.994
C 0.037 0.654 -1.438
P -0.195 2.355 -0.652
C 0.758 3.491 -1.788
O 0.691 2.373 0.767
C -0.113 0.506 -2.992
C -0.966 1.493 -3.800
C -2.395 1.691 -3.280
O -3.213 0.895 -3.489
O -2.616 2.891 -2.625
C -3.360 2.800 -1.467
C -3.821 4.133 -0.952
O -3.593 1.813 -0.894
N -0.396 -0.877 -3.237
C -1.377 -1.220 -2.232
O -2.298 -1.900 -2.406
C -0.932 -0.460 -0.962
C -0.428 -1.514 0.041
C -1.563 -2.429 0.490
O -2.573 -1.930 0.847
N -1.377 -3.827 0.505
C -2.256 -4.441 1.523
C -1.741 -4.440 -0.791
H 5.572 -1.125 -0.438
H 5.500 -0.217 -1.929
H 6.349 -1.769 -1.856
H 4.353 -3.011 -1.758
H 3.928 -1.810 -2.951
H 2.627 -2.369 -0.461
H 3.451 -0.806 -0.236
H 1.549 0.174 0.085
H 2.121 1.146 -1.246
H 1.294 4.255 -1.227
H 1.451 2.892 -2.383
H 0.086 3.996 -2.474
H 1.416 3.011 0.671
H 0.906 0.699 -3.349
H -0.497 2.465 -3.932
H -1.089 1.071 -4.793
H -4.105 4.068 0.086
H -4.570 4.595 -1.589
H -2.945 4.790 -0.994
H 0.406 -1.480 -3.331
H -1.854 -0.052 -0.529
H 0.005 -1.062 0.929
H 0.288 -2.156 -0.478
H -2.135 -5.518 1.455
H -1.936 -4.099 2.503
H -3.313 -4.242 1.330
H -1.009 -4.200 -1.560
H -2.699 -4.022 -1.120
H -1.884 -5.511 -0.707
C -3.568 -1.041 3.604
N -4.197 -1.831 4.697
O -5.279 -1.470 5.112
O -3.576 -2.798 5.105
H -4.227 -0.219 3.346
H -2.615 -0.672 3.974
H -3.428 -1.705 2.756
C -2.380 -3.232 8.030
N -1.198 -3.812 8.728
O -0.323 -3.047 9.088
O -1.193 -5.016 8.889
H -2.248 -2.159 7.959
H -2.433 -3.682 7.045
H -3.259 -3.477 8.619
C -7.951 2.738 0.196
N -7.646 4.142 -0.198
O -6.649 4.654 0.273
O -8.417 4.676 -0.969
H -7.182 2.396 0.880
H -8.926 2.738 0.674
H -7.961 2.139 -0.710
C 4.998 4.380 -1.008
N 3.900 3.605 -0.371
O 3.680 2.485 -0.784
O 3.287 4.154 0.529
H 5.446 3.769 -1.784
H 4.560 5.283 -1.425
H 5.721 4.618 -0.234
C 9.819 -1.075 -2.380
N 9.386 0.011 -1.456
O 10.246 0.738 -0.998
O 8.195 0.091 -1.226
H 10.896 -1.025 -2.491
H 9.516 -2.019 -1.938
H 9.320 -0.911 -3.331
*
```

The value obtained for the gap between HOMO and LUMO is 7.54 eV. The value obtained for the strongest force on any atom is 4.3 eV/Å. The SMILES is CCCOC[C@@]1(P(C)O)[C@H](CC(=O)OC(C)=O)NC(=O)[C@H]1CC(=O)N(C)C.C[N+](=O)[O-].C[N+](=O)[O-].C[N+](=O)[O-].C[N+](=O)[O-].C[N+](=O)[O-]. Its electronic energy is -2867.90689 Ha.

=====

Record 2
C22H44NO4RbSi4Te | wB97M-V/def2-TZVPD

Geometry as ORCA input:
```
! RIJCOSX wB97M-V def2-TZVPD def2/J DEFGRID3
* xyz -2 1
Rb 0.267 0.394 0.382
O 3.050 0.504 0.717
C 2.786 -0.688 1.010
O 3.042 -1.709 0.342
C 1.876 -0.898 2.315
O 1.731 0.058 3.091
O 1.257 -2.007 2.395
C -2.526 -1.438 -1.813
Si -3.120 0.348 -1.694
C -4.953 0.245 -2.180
C -2.315 1.229 -3.150
C -2.950 1.194 -0.079
C -2.339 2.485 0.000
C -2.794 3.508 0.895
C -2.196 4.739 0.933
C -1.125 5.020 0.081
C -0.720 3.994 -0.750
N -1.263 2.780 -0.794
Si -3.957 0.582 1.314
C -3.096 0.803 2.976
C -5.688 1.340 1.509
C -4.296 -1.272 1.200
H -2.567 -1.770 -2.857
H -3.158 -2.110 -1.230
H -1.501 -1.581 -1.457
H -5.081 -0.279 -3.133
H -5.379 1.248 -2.277
H -5.536 -0.287 -1.424
H -2.611 0.736 -4.083
H -1.227 1.223 -3.075
H -2.628 2.275 -3.193
H -3.650 3.311 1.525
H -2.567 5.496 1.617
H -0.619 5.976 0.079
H 0.126 4.148 -1.417
H -2.756 1.827 3.139
H -2.216 0.156 3.039
H -3.766 0.533 3.799
H -5.666 2.416 1.697
H -6.227 0.864 2.335
H -6.262 1.180 0.591
H -3.366 -1.841 1.148
H -4.908 -1.538 0.335
H -4.834 -1.589 2.099
C 0.956 -3.319 -3.248
Si 0.177 -4.903 -2.631
C 1.532 -6.174 -2.358
C -0.972 -5.543 -3.980
C -0.746 -4.650 -1.045
Te 0.459 -3.441 0.336
C -0.983 -3.750 1.906
Si -0.420 -5.075 3.075
C 1.220 -4.651 3.842
C -0.291 -6.726 2.183
C -1.698 -5.283 4.447
H 1.455 -3.481 -4.208
H 1.696 -2.935 -2.538
H 0.198 -2.544 -3.385
H 2.109 -6.354 -3.269
H 1.113 -7.128 -2.024
H 2.217 -5.819 -1.583
H -0.439 -5.714 -4.919
H -1.768 -4.817 -4.170
H -1.444 -6.483 -3.679
H -0.956 -5.622 -0.591
H -1.693 -4.135 -1.225
H -1.947 -3.967 1.441
H -1.027 -2.794 2.428
H 1.987 -4.589 3.067
H 1.522 -5.389 4.592
H 1.169 -3.660 4.298
H 0.435 -6.645 1.369
H -1.253 -7.021 1.753
H 0.038 -7.518 2.860
H -1.805 -4.349 5.006
H -1.412 -6.069 5.152
H -2.677 -5.538 4.031
*
```

The value obtained for the gap between HOMO and LUMO is 5.84 eV. The calculation puts the energy above the lowest of the compared OMol25 structures with the same formula, charge and spin at 0.371 eV. The value obtained for the strongest force on any atom is 0.6 eV/Å. Its electronic energy is -2670.70485 Ha.

=====

Record 3
C22H44O44S11 | wB97M-V/def2-TZVPD

Geometry as ORCA input:
```
! RIJCOSX wB97M-V def2-TZVPD def2/J DEFGRID3
* xyz 0 1
C -2.733 18.465 -8.808
C -2.811 19.194 -7.527
O -3.140 20.470 -7.899
S -4.468 20.359 -8.869
O -4.480 21.484 -9.765
O -5.626 20.057 -8.099
O -3.881 18.969 -9.552
H -2.742 17.377 -8.741
H -1.860 18.657 -9.430
H -1.861 19.188 -6.993
H -3.545 18.710 -6.882
C -8.305 19.394 -0.976
C -9.662 19.199 -1.581
O -9.578 17.871 -2.150
S -8.033 17.554 -2.673
O -7.963 17.834 -4.140
O -7.640 16.254 -2.146
O -7.377 18.729 -1.837
H -8.235 18.997 0.037
H -8.037 20.442 -0.845
H -9.816 19.966 -2.340
H -10.421 19.504 -0.860
C -9.788 18.056 -14.520
C -8.403 17.787 -13.923
O -7.615 18.605 -14.661
S -8.037 18.768 -16.271
O -7.325 17.760 -17.062
O -7.916 20.118 -16.684
O -9.604 18.327 -15.895
H -10.308 18.870 -14.014
H -10.379 17.140 -14.486
H -8.142 16.810 -14.330
H -8.237 17.757 -12.846
C -4.320 23.733 -2.454
C -5.206 24.386 -3.627
O -6.402 24.603 -2.984
S -6.174 25.052 -1.373
O -7.334 24.654 -0.601
O -5.764 26.462 -1.405
O -4.920 24.012 -1.182
H -3.282 24.049 -2.346
H -4.432 22.649 -2.421
H -5.533 23.597 -4.305
H -4.804 25.201 -4.228
C 0.413 18.230 -17.071
C -0.713 18.973 -16.345
O -0.885 20.228 -16.899
S -0.207 20.286 -18.421
O 0.966 21.200 -18.408
O -1.178 20.291 -19.477
O 0.521 18.795 -18.386
H 0.284 17.150 -17.146
H 1.291 18.347 -16.437
H -0.438 19.062 -15.294
H -1.610 18.355 -16.378
C 6.863 14.277 -7.881
C 7.217 14.865 -6.474
O 6.551 16.177 -6.396
S 5.704 16.605 -7.786
O 6.468 17.338 -8.775
O 4.367 17.006 -7.378
O 5.649 15.028 -8.288
H 6.492 13.256 -7.798
H 7.541 14.245 -8.734
H 8.272 15.016 -6.246
H 6.868 14.217 -5.670
C -11.963 20.787 -8.810
C -12.045 20.830 -7.255
O -12.970 19.828 -6.833
S -13.416 18.774 -8.070
O -14.752 19.141 -8.437
O -13.105 17.402 -7.782
O -12.309 19.447 -9.125
H -10.972 21.076 -9.158
H -12.694 21.553 -9.071
H -12.507 21.765 -6.940
H -11.150 20.482 -6.740
C 6.072 20.683 -1.802
C 6.438 21.608 -3.018
O 5.333 22.432 -3.142
S 3.812 21.790 -2.723
O 3.093 21.485 -3.944
O 3.281 22.645 -1.663
O 4.631 20.458 -2.007
H 6.340 21.085 -0.825
H 6.633 19.776 -2.025
H 6.533 20.913 -3.852
H 7.287 22.213 -2.698
C -0.269 12.354 -8.529
C 0.349 12.856 -7.141
O -0.601 12.389 -6.203
S -1.957 11.793 -6.815
O -2.829 12.909 -7.266
O -2.421 10.633 -6.064
O -1.184 11.353 -8.133
H 0.508 12.100 -9.250
H -0.980 13.076 -8.931
H 0.365 13.946 -7.144
H 1.403 12.650 -6.956
C 0.981 12.356 -0.267
C -0.538 12.550 0.137
O -1.080 13.615 -0.640
S 0.043 14.732 -0.926
O 0.210 15.579 0.288
O -0.142 15.320 -2.252
O 1.369 13.550 -0.876
H 0.990 11.478 -0.914
H 1.746 12.139 0.478
H -0.678 12.735 1.202
H -1.189 11.708 -0.098
C -2.552 26.319 -16.291
C -3.788 25.254 -16.259
O -4.913 26.013 -16.786
S -4.454 27.483 -17.465
O -5.492 28.508 -17.264
O -3.938 27.210 -18.798
O -3.206 27.614 -16.368
H -1.772 26.108 -17.023
H -1.942 26.318 -15.388
H -4.208 24.751 -15.388
H -3.567 24.524 -17.038
*
```

The value obtained for the gap between HOMO and LUMO is 10.73 eV. The calculation puts the energy above the lowest of the compared OMol25 structures with the same formula, charge and spin at 9.428 eV. The value obtained for the strongest force on any atom is 4.9 eV/Å. Its electronic energy is -8554.72745 Ha.